[1]
C6H12N2O | ωB97M-V with the def2-TZVPD basis set

Computed properties:
energy = -11441.295 eV
relative energy (zero: lowest compared OMol25 entry of this formula, charge and spin) = 325.67 kJ/mol
F_max = 2.36 eV Å⁻¹
spin multiplicity = 1
Kohn-Sham gap = 9.04 eV
net charge = 0
HOMO = -8.23 eV

Geometry as XYZ:
```
21
Properties=species:S:1:pos:R:3:forces:R:3:nbo_charge:R:1
C 0.86343 -0.54526 -0.51453 -1.0 1.8 0.0 -0.060
C 0.10037 -1.73863 0.20184 0.7 1.0 -0.4 -0.078
C -1.95445 -0.42685 0.38190 -1.1 0.0 0.8 -0.064
C -1.28715 0.54679 -0.54087 -1.7 -1.5 -0.3 -0.309
C -0.61912 1.86129 -0.66809 -0.3 1.0 -0.7 -0.411
C 0.10330 0.73771 -0.02128 2.3 -0.7 0.2 0.089
H 2.70041 0.33667 -0.69246 -0.4 -0.5 0.4 0.367
H 2.73683 -1.27927 -0.46629 0.3 0.0 0.1 0.356
H 0.65887 -0.65746 -1.59787 0.3 0.1 0.3 0.179
H 0.45347 -1.75503 1.24194 -0.6 0.2 0.1 0.176
H 0.51261 -2.64580 -0.24387 -0.6 -0.2 -0.1 0.186
H -1.82700 -0.15198 1.44424 0.2 -0.3 -0.3 0.195
H -3.01855 -0.66004 0.23738 0.2 0.4 -0.2 0.191
H -1.40312 0.04900 -1.52709 0.8 0.4 0.6 0.215
H -0.97803 2.62251 0.05444 0.8 -0.1 -0.8 0.232
H -0.36796 2.12438 -1.72821 -0.6 0.1 1.2 0.231
H 0.68442 2.05369 1.52055 -0.5 -0.6 -0.5 0.362
H 1.28676 0.58717 1.64128 -0.3 -0.3 -0.1 0.384
N 2.27323 -0.43357 -0.15191 0.2 -0.4 -0.6 -0.849
N 0.41853 1.06574 1.40341 -0.2 -0.3 -0.4 -0.857
O -1.33688 -1.69108 0.02549 1.5 0.0 0.7 -0.535
```
Positions in Å, forces in eV/Å.

---

[2]
C28H44BF9N8OS3V | ωB97M-V with the def2-TZVPD basis set

Computed properties:
⟨S²⟩ = 0.77
energy = -127041.123 eV
relative energy (zero: lowest compared OMol25 entry of this formula, charge and spin) = 0.00 kJ/mol
F_max = 0.86 eV Å⁻¹
spin multiplicity = 2
Kohn-Sham gap (alpha / beta) = 6.89 / 7.64 eV
net charge = +2
HOMO (alpha / beta) = -13.81 / -13.87 eV

Geometry as XYZ:
```
95
Properties=species:S:1:pos:R:3:forces:R:3:lowdin_spin:R:1
V -0.13801 -0.42905 -0.93352 -0.2 0.2 0.4 1.099
C -3.80627 -3.04649 3.78652 0.0 -0.1 0.0 0.000
C -3.33196 -2.29615 2.54704 0.0 0.2 0.1 0.000
C -4.51607 -1.51835 1.96499 0.0 -0.1 0.0 -0.001
C -2.73277 -3.28035 1.55040 0.0 0.0 0.0 0.000
N -2.24648 -1.33200 2.96604 0.1 0.0 -0.1 -0.003
C -1.68731 -1.29603 4.22811 0.0 0.1 0.0 -0.002
C -0.71851 -0.35556 4.21209 -0.1 0.0 0.1 -0.002
N -0.67703 0.19411 2.95375 0.0 0.0 0.0 -0.002
B 0.35500 1.31567 2.61937 -0.1 -0.1 0.0 0.000
N 1.73220 0.70397 2.25021 0.0 -0.1 0.1 -0.001
C 2.88238 1.24767 2.77878 0.0 0.0 -0.1 -0.001
C 3.90170 0.40632 2.51893 0.0 0.0 0.0 -0.001
N 3.38900 -0.66796 1.82017 -0.1 0.0 0.1 -0.002
C 2.06533 -0.45531 1.66081 0.0 0.0 -0.2 0.003
S 0.95436 -1.52256 0.83988 -0.2 -0.2 -0.1 -0.034
C 4.18905 -1.91861 1.51141 0.0 0.2 0.0 0.000
C 3.58444 -3.08190 2.29282 0.0 0.0 0.0 -0.001
C 4.18890 -2.15568 0.01152 0.1 -0.1 0.0 -0.001
C 5.62316 -1.70294 1.98201 0.0 -0.1 0.0 0.000
N -0.23191 2.34688 1.62092 0.1 0.2 0.0 -0.001
C -1.12818 3.28121 2.08635 -0.1 0.1 -0.1 -0.001
C -1.39500 4.13385 1.07942 0.0 0.0 0.1 -0.001
N -0.64969 3.74042 -0.01766 0.0 -0.1 0.0 0.000
C 0.03755 2.62641 0.33870 0.1 -0.1 -0.2 0.005
S 1.07224 1.62004 -0.63733 -0.1 0.2 0.0 0.021
C -0.63331 4.64592 -1.23823 -0.1 -0.1 0.1 0.000
C 0.35886 4.23027 -2.31302 0.0 0.0 0.0 0.001
C -0.25140 6.03527 -0.73524 0.0 0.1 0.0 0.000
C -2.04703 4.65436 -1.81369 0.0 0.0 -0.1 0.000
C -1.59894 -0.42249 2.20810 -0.1 -0.1 -0.3 -0.002
S -1.94446 -0.04451 0.53753 -0.1 0.1 0.3 -0.040
H -4.62675 -3.69716 3.49025 0.0 0.0 0.0 0.000
H -4.18209 -2.36817 4.55098 -0.1 0.0 0.0 0.000
H -3.02854 -3.68055 4.21104 0.0 0.0 0.0 0.000
H -5.38168 -2.17876 1.93789 0.0 0.0 0.0 0.000
H -4.33287 -1.16297 0.95398 0.0 0.0 0.0 -0.001
H -4.76972 -0.66228 2.58934 0.0 0.0 0.1 0.000
H -3.50562 -3.97136 1.21482 0.0 0.0 0.0 0.000
H -1.92367 -3.85680 1.99952 0.0 0.0 0.1 0.000
H -2.34290 -2.74669 0.68708 0.0 0.0 0.0 0.000
H -2.03944 -1.91052 5.03215 0.0 0.0 0.0 0.000
H -0.07169 -0.00742 4.99572 0.0 0.0 0.1 0.000
H 0.53793 1.91186 3.64230 -0.1 0.0 0.0 0.000
H 2.86811 2.18325 3.30550 0.0 0.0 0.0 0.000
H 4.93910 0.48140 2.77469 0.0 0.0 0.0 0.000
H 2.59539 -3.35685 1.93431 -0.1 0.0 0.0 -0.001
H 3.52342 -2.84035 3.35406 0.0 0.0 0.0 0.000
H 4.23066 -3.95141 2.18126 0.0 0.0 0.0 0.000
H 3.18472 -2.26087 -0.38133 0.0 0.0 0.0 -0.001
H 4.73024 -3.07956 -0.19193 0.0 0.0 0.0 0.000
H 4.69138 -1.34291 -0.51135 0.0 0.0 0.0 0.000
H 5.69170 -1.58039 3.06187 0.0 0.0 0.0 0.000
H 6.09895 -0.85807 1.48546 0.0 0.0 0.0 0.000
H 6.18924 -2.59502 1.71817 0.0 0.0 0.0 0.000
H -1.48212 3.26704 3.10020 0.0 0.0 0.1 0.000
H -2.02218 5.00388 1.05859 0.0 0.0 0.0 0.000
H 1.38001 4.17872 -1.94552 0.1 0.0 0.1 0.000
H 0.31841 5.00129 -3.08246 0.0 0.0 0.0 0.000
H 0.11140 3.28070 -2.77838 0.0 -0.1 0.0 0.001
H 0.70067 6.00944 -0.20692 0.0 0.0 0.0 0.000
H -1.00523 6.46505 -0.07867 0.0 0.0 0.0 0.000
H -0.14970 6.69956 -1.59120 0.0 0.0 0.0 0.000
H -2.30432 3.69188 -2.26000 0.0 0.0 0.0 0.000
H -2.10953 5.40415 -2.60146 0.0 0.0 0.0 0.000
H -2.79711 4.89865 -1.06403 0.0 0.0 0.0 0.000
N -1.55190 0.74943 -2.08955 0.0 -0.1 0.0 -0.008
C -2.93762 0.32127 -2.42302 0.0 0.1 0.0 0.001
C -2.98593 -1.08542 -2.99271 -0.1 0.0 0.0 0.000
C -2.68122 -2.18255 -1.98482 0.0 0.0 0.1 0.001
N -1.23785 -2.23201 -1.63939 0.1 0.0 0.3 0.004
H -1.57383 1.66532 -1.64537 -0.1 0.0 0.0 0.001
H -1.03434 0.88749 -2.95440 0.0 0.0 0.0 0.000
H -3.36082 1.03837 -3.13041 0.0 -0.1 0.0 -0.001
H -3.52864 0.37761 -1.50878 0.0 0.0 0.0 0.000
H -2.32808 -1.17115 -3.86201 0.0 0.0 0.0 0.000
H -3.99545 -1.25311 -3.37228 0.0 0.0 0.0 0.000
H -2.98148 -3.15501 -2.37987 0.0 0.0 0.0 0.000
H -3.23765 -2.01657 -1.06023 0.0 0.0 -0.1 0.000
H -0.72270 -2.53023 -2.46371 0.0 0.0 0.0 0.000
H -1.08915 -2.98133 -0.96365 0.0 0.0 0.0 0.003
F 2.58279 1.36286 -3.50698 0.0 -0.1 0.0 0.000
C 2.92602 0.09509 -3.26798 0.1 0.0 -0.2 -0.001
F 3.38244 0.02185 -2.01972 0.0 0.0 0.0 0.000
F 3.89786 -0.25216 -4.10220 0.0 0.0 0.0 0.000
C 1.69307 -0.84989 -3.43373 -0.2 0.1 0.3 -0.002
O 0.90005 -0.74312 -2.30703 0.5 0.0 -0.7 -0.026
C 0.85244 -0.44448 -4.67192 0.1 -0.1 -0.3 0.000
F 0.17815 0.69572 -4.43327 0.1 0.0 0.0 0.000
F 1.60011 -0.26848 -5.74643 -0.1 0.0 0.1 0.000
F -0.06399 -1.39060 -4.91922 0.0 0.1 0.0 0.000
C 2.15429 -2.33394 -3.57550 0.1 0.0 -0.1 -0.001
F 2.56294 -2.59858 -4.80643 0.0 0.0 0.1 0.000
F 1.12836 -3.15403 -3.28159 0.1 0.0 0.0 0.000
F 3.13612 -2.59752 -2.72086 0.0 0.0 -0.1 0.000
```
Positions in Å, forces in eV/Å.